1) DFT (wB97M-V/def2-TZVPD) results for one molecule with the formula C4H5NO2S.

The geometry in XYZ format:
```
13
Properties=species:S:1:pos:R:3
C 0.52704 2.48728 -1.39929
C 0.36236 1.16472 -1.50720
C 0.48286 0.39352 -0.30182
N 1.32996 0.69652 0.57390
O 1.08135 -0.55303 1.49900
S -0.33621 -1.02833 -0.68659
C -1.35188 -1.38592 0.67912
O -1.46988 -0.54608 1.61669
H 0.41888 3.06328 -2.37177
H 0.86774 3.15151 -0.63745
H -0.17669 0.53035 -2.43045
H 0.08402 -0.09029 1.98526
H -2.13832 -2.24188 0.67211
```

Results
LUMO = -0.33 eV
HOMO-LUMO gap = 9.66 eV
Molecular weight = 131.2 g/mol
HOMO = -9.991 eV
SMILES = C=C/C(=N/O)SC=O

2) DFT (wB97M-V/def2-TZVPD) results for one molecule with the formula C4H5NO2S.

The geometry in XYZ format:
```
13
Properties=species:S:1:pos:R:3
N 2.06897 0.83161 1.87310
C 1.00598 0.40499 0.84644
C 0.73195 0.98617 -0.47274
C -0.31078 0.16024 -0.79993
S -1.50994 0.32040 -2.25806
O -0.58145 -0.76282 0.08168
C 0.32699 -0.67121 1.08000
O -0.07147 -1.62153 1.98625
H 2.93920 1.37197 1.27756
H 1.41318 1.54004 2.40107
H 1.07866 1.84635 -0.89555
H -1.22327 -0.74989 -3.13859
H 0.16690 -1.16250 2.90658
```

Results
LUMO = 0.44 eV
HOMO-LUMO gap = 9.07 eV
Molecular weight = 131.2 g/mol
HOMO = -8.623 eV
SMILES = Nc1cc(S)oc1O

3) DFT (wB97M-V/def2-TZVPD) results for one molecule with the formula C4H5NO2S.

The geometry in XYZ format:
```
13
Properties=species:S:1:pos:R:3
C -0.57463 2.43912 -0.90267
C -1.03221 1.70458 0.25503
C -0.68192 0.32715 0.40814
S -1.36009 -0.79450 1.38450
C 0.56034 -0.05437 -0.22874
O 1.56116 0.63613 -0.33118
N 0.55419 -1.35910 -0.78580
O 1.94986 -1.79280 -1.01556
H -0.86346 3.50065 -1.12286
H 0.07451 2.07777 -1.78809
H -1.75079 2.32487 0.90171
H 0.33489 -2.05379 -0.00064
H 2.36926 -0.86932 -1.05808
```

Results
LUMO = -1.81 eV
HOMO-LUMO gap = 7.66 eV
Molecular weight = 131.2 g/mol
HOMO = -9.473 eV
SMILES = C=CC(=S)C(=O)NO

4) DFT (wB97M-V/def2-TZVPD) results for one molecule with the formula C4H5NO2S.

The geometry in XYZ format:
```
13
Properties=species:S:1:pos:R:3
N -1.79479 -0.73552 -1.16622
C -0.81277 -0.04042 -0.54051
O -1.12760 1.15543 0.12955
C 0.01809 1.48901 0.77146
C 1.01927 0.61428 0.64885
S 2.68709 0.61783 1.08337
C 0.47905 -0.39178 -0.25372
O 1.10429 -1.59890 -0.48312
H -2.50942 -0.04378 -1.70194
H -2.31089 -1.25501 -0.29365
H 0.06165 2.54657 1.11013
H 2.59105 -0.35290 2.07339
H 0.59497 -2.00480 -1.37760
```

Results
LUMO = 0.56 eV
HOMO-LUMO gap = 8.84 eV
Molecular weight = 131.2 g/mol
HOMO = -8.278 eV
SMILES = Nc1occ(S)c1O

Each structure's energy above the most stable one, in kJ/mol: 1) 354.7; 2) 102.2; 3) 145.1; 4) 0.0.

1) DFT (wB97M-V/def2-TZVPD) results for one molecule with the formula C4H5NO2S.

The geometry in XYZ format:
```
13
Properties=species:S:1:pos:R:3
C 2.10272 -0.64523 0.05893
C 1.00758 0.01259 -0.16595
O 0.72922 1.31941 -0.29777
C -0.65076 1.54604 0.00426
C -1.34576 0.17424 -0.10246
S -2.99195 -0.20465 -0.06075
N -0.28098 -0.57795 -0.25804
O -0.32339 -1.96666 -0.23641
H 2.96770 -0.09225 0.24208
H 2.01410 -1.73259 0.33547
H -1.15769 2.29947 -0.76353
H -0.73498 1.99189 0.99346
H -1.33580 -2.12431 0.25072
```

Results
LUMO = 0.28 eV
HOMO-LUMO gap = 9.17 eV
Molecular weight = 131.2 g/mol
HOMO = -8.897 eV
SMILES = C=C1OCC(=S)N1O

2) DFT (wB97M-V/def2-TZVPD) results for one molecule with the formula C4H5NO2S.

The geometry in XYZ format:
```
13
Properties=species:S:1:pos:R:3
O 2.11095 -1.61418 0.45118
C 1.27883 -1.10459 -0.27478
C 0.72976 0.27908 -0.01136
N 0.12300 0.92198 -1.15222
C -1.14482 1.01287 -0.62101
O -2.17197 1.49347 -1.01492
C -0.68205 0.29856 0.66964
S -1.55451 -1.24276 0.97910
H 0.87871 -1.64054 -1.16915
H 1.48041 0.86890 0.52945
H 0.54342 1.37438 -1.95349
H -0.74881 0.95074 1.53622
H -0.84292 -1.59791 2.03134
```

Results
LUMO = 0.48 eV
HOMO-LUMO gap = 10.25 eV
Molecular weight = 131.2 g/mol
HOMO = -9.770 eV
SMILES = O=C[C@H]1NC(=O)[C@H]1S

3) DFT (wB97M-V/def2-TZVPD) results for one molecule with the formula C4H5NO2S.

The geometry in XYZ format:
```
13
Properties=species:S:1:pos:R:3
N -2.33517 -1.26255 1.52832
C -1.45232 -1.22387 0.75024
C -0.43683 -1.11722 -0.47943
O 0.77364 -1.65904 -0.02544
C -0.28373 0.41806 -0.49178
S -1.10290 1.43109 -1.50303
C 0.89399 1.04617 0.13686
O 0.67503 2.40582 0.50375
H -0.95693 -1.61757 -1.26981
H 0.59341 -2.61887 0.50512
H 1.71753 0.78606 -0.55061
H 1.31938 0.50158 1.21368
H 0.59490 2.91032 -0.31787
```

Results
LUMO = -1.05 eV
HOMO-LUMO gap = 8.37 eV
Molecular weight = 131.2 g/mol
HOMO = -9.418 eV
SMILES = N#C[C@H](O)C(=S)CO

4) DFT (wB97M-V/def2-TZVPD) results for one molecule with the formula C4H5NO2S.

The geometry in XYZ format:
```
13
Properties=species:S:1:pos:R:3
N -2.39525 0.45992 0.04324
C -1.09834 0.01078 0.00986
O -0.86621 -1.32003 -0.07952
C 0.47849 -1.54036 -0.09763
C 1.13246 -0.35271 -0.01388
S 2.86239 0.08863 -0.12719
C 0.10713 0.63960 -0.01199
O 0.26357 1.98976 -0.05450
H -2.57101 1.10054 -0.74766
H -3.07705 -0.34369 0.05578
H 0.75854 -2.57608 -0.11170
H 3.19575 -0.34290 1.13232
H 1.20954 2.18653 0.00287
```

Results
LUMO = 0.64 eV
HOMO-LUMO gap = 8.26 eV
Molecular weight = 131.2 g/mol
HOMO = -7.624 eV
SMILES = Nc1occ(S)c1O

Each structure's energy above the most stable one, in kJ/mol: 1) 234.7; 2) 0.0; 3) 240.0; 4) 23.0.

1) DFT (wB97M-V/def2-TZVPD) results for one molecule with the formula C4H5NO2S.

The geometry in XYZ format:
```
13
Properties=species:S:1:pos:R:3
C 0.23386 -0.90273 1.03668
C -0.02997 0.36451 1.19603
C -0.29671 0.17039 -1.94998
C 0.18005 -0.44279 2.46067
N -0.93196 0.60083 -0.95445
O 0.78384 2.49425 -0.09235
O -0.54543 -1.04742 -2.54565
S -0.47836 1.85286 0.23458
H 0.36459 -1.74255 0.39722
H 0.53735 0.73504 -2.41035
H -0.24758 -1.01408 -3.46138
H -0.67297 -0.72267 3.06892
H 1.10329 -0.34565 3.02007
```

Results
LUMO = 0.48 eV
HOMO-LUMO gap = 9.90 eV
Molecular weight = 131.2 g/mol
HOMO = -9.411 eV

2) DFT (wB97M-V/def2-TZVPD) results for a 2-piece molecular cluster, C4H5NO2S overall.

The geometry in XYZ format:
```
13
Properties=species:S:1:pos:R:3
C -0.80825 1.02628 0.27143
C -0.59272 -0.46109 0.73171
C 1.66378 -0.60860 -0.21812
C -1.28460 -1.34480 -0.06454
H 1.28219 2.03274 -1.05551
H -1.97572 1.26470 0.37762
H -0.13927 1.78973 0.70679
H -1.02715 -0.50379 1.72592
H 0.91966 -0.91003 -1.02607
N -1.70281 -2.17424 -0.82781
O -0.49264 1.04480 -1.13528
O 0.87928 -0.53983 0.76959
S 3.27825 -0.61585 -0.25573
```

Results
LUMO = -3.40 eV
HOMO-LUMO gap = 5.68 eV
Molecular weight = 131.2 g/mol
HOMO = -9.078 eV

3) DFT (wB97M-V/def2-TZVPD) results for one molecule with the formula C4H5NO2S.

The geometry in XYZ format:
```
13
Properties=species:S:1:pos:R:3
N 2.31036 0.23531 -0.21764
C 0.94188 -0.17327 -0.28174
O 0.61969 -1.43121 -0.07075
C -0.72889 -1.54562 0.02675
C -1.28670 -0.31694 -0.09177
S -2.94358 -0.01933 -0.27778
C -0.16270 0.58997 -0.18461
O -0.42247 1.91291 -0.03772
H 2.92591 -0.18705 -0.98822
H 2.70737 0.38146 0.74663
H -1.29038 -2.54065 0.28067
H -3.05529 0.68301 0.90745
H 0.38480 2.41142 0.18873
```

Results
LUMO = 0.63 eV
HOMO-LUMO gap = 9.04 eV
Molecular weight = 131.2 g/mol
HOMO = -8.412 eV
SMILES = Nc1occ(S)c1O

Each structure's energy above the most stable one, in kJ/mol: 1) 294.8; 2) 643.2; 3) 0.0.

1) DFT (wB97M-V/def2-TZVPD) results for a 2-piece molecular cluster, C9H13NO2 overall.

The geometry in XYZ format:
```
25
Properties=species:S:1:pos:R:3
C 4.05691 0.34127 0.94352
C 2.62353 0.23292 1.01208
C 1.77833 1.20961 0.47711
C 0.44385 0.97021 0.80926
C -0.04779 -0.14662 1.40398
O -1.33447 -0.47074 1.41680
C 0.82202 -1.03138 2.02262
C 2.20513 -0.96229 1.81431
H 4.50857 1.03376 0.18517
H 4.72279 -0.59767 0.53295
H 4.66262 0.57899 1.80952
H 1.93221 2.08916 -0.07805
H -0.24831 1.76372 0.46724
H -2.05112 0.13579 1.11150
H 0.26122 -1.71248 2.74961
H 3.03251 -1.53176 2.34209
C -3.54445 0.79141 -1.84384
C -2.71187 -0.22034 -2.64444
N -2.62541 -1.47299 -2.03491
O -2.26761 -0.12180 -3.76076
H -3.68845 0.50050 -0.76160
H -4.51105 0.70452 -2.25203
H -3.07060 1.76115 -2.09253
H -2.13445 -2.18109 -2.58245
H -2.81410 -1.66385 -1.04716
```

Results
LUMO = 0.46 eV
HOMO-LUMO gap = 8.66 eV
Molecular weight = 167.2 g/mol
HOMO = -8.199 eV
SMILES = Cc1ccc(O)cc1.CC(N)=O

2) DFT (wB97M-V/def2-TZVPD) results for a 2-piece molecular cluster, C9H13NO2 overall.

The geometry in XYZ format:
```
25
Properties=species:S:1:pos:R:3
C -0.25976 0.50947 -2.80056
C -0.28855 -0.68550 -1.86115
C 0.82397 -1.47088 -1.69265
C 0.86601 -2.54161 -0.75582
C -0.24510 -2.70455 0.04637
O -0.29144 -3.63072 1.06231
C -1.41972 -1.95268 -0.11605
C -1.36700 -0.90190 -0.99937
H -0.04359 0.07698 -3.77868
H 0.60233 1.14266 -2.57660
H -1.13400 1.14851 -2.75593
H 1.69480 -1.31872 -2.32220
H 1.76166 -3.13927 -0.76220
H 0.46312 -3.66160 1.63184
H -2.32897 -2.34892 0.30509
H -2.24702 -0.26525 -1.02828
C 0.38843 2.43758 0.36221
C 0.37964 3.09681 1.72810
N 1.20811 2.62991 2.72408
O -0.23570 4.13076 1.89517
H 0.05035 1.40021 0.37326
H 1.41128 2.50449 -0.00637
H -0.33868 3.01676 -0.18981
H 1.27516 3.23961 3.51617
H 1.61750 1.73202 2.60642
```

Results
LUMO = 0.55 eV
HOMO-LUMO gap = 9.25 eV
Molecular weight = 167.2 g/mol
HOMO = -8.703 eV
SMILES = Cc1ccc(O)cc1.CC(N)=O

Each structure's energy above the most stable one, in kJ/mol: 1) 142.7; 2) 0.0.

1) DFT (wB97M-V/def2-TZVPD) results for a 2-piece molecular cluster, C9H13NO2 overall.

The geometry in XYZ format:
```
25
Properties=species:S:1:pos:R:3
C 0.58131 -0.37226 -3.42928
C -0.32906 -0.09574 -2.28991
C -0.09088 0.89610 -1.34458
C -1.00504 1.14241 -0.32002
C -2.14994 0.38093 -0.27969
O -2.92976 0.36770 0.91010
C -2.50015 -0.56871 -1.24662
C -1.58185 -0.74600 -2.25669
H 1.32817 0.41918 -3.52349
H -0.04779 -0.59095 -4.30593
H 1.26210 -1.24114 -3.37196
H 0.67922 1.65669 -1.44421
H -0.86104 1.91839 0.43215
H -3.57421 1.06740 0.78079
H -3.41911 -1.14975 -1.16348
H -1.68985 -1.50363 -3.04084
C 0.73212 -0.44775 2.84602
C 1.99744 0.32032 3.04950
N 3.16451 -0.34321 2.67551
O 2.08612 1.45839 3.45337
H 0.88727 -1.51866 2.87844
H 0.18679 0.14998 2.05921
H 0.02191 -0.05877 3.61954
H 4.00930 0.20173 2.66950
H 3.24242 -1.34265 2.64256
```

Results
LUMO = 0.83 eV
HOMO-LUMO gap = 9.70 eV
Molecular weight = 167.2 g/mol
HOMO = -8.869 eV
SMILES = Cc1ccc(O)cc1.CC(N)=O

2) DFT (wB97M-V/def2-TZVPD) results for a 2-piece molecular cluster, C9H13NO2 overall.

The geometry in XYZ format:
```
25
Properties=species:S:1:pos:R:3
C 1.19776 0.49151 -3.21381
C 1.12991 0.78240 -1.73119
C 0.78429 1.99611 -1.16135
C 0.86389 2.25997 0.16471
C 1.27565 1.23073 1.08799
O 1.00442 1.49947 2.36252
C 1.53263 -0.03244 0.53580
C 1.54019 -0.21762 -0.86567
H 1.19754 -0.57494 -3.28651
H 2.16252 0.91873 -3.58123
H 0.40649 0.95898 -3.76483
H 0.56440 2.80072 -1.83822
H 0.59968 3.19266 0.65584
H 0.98339 0.70804 2.91192
H 1.89753 -0.85915 1.10920
H 2.06588 -1.07450 -1.25674
C -0.82585 -1.68788 0.15555
C -2.16197 -1.75276 0.82975
N -3.26940 -1.98937 0.02961
O -2.28505 -1.61258 2.02741
H -0.74982 -0.61636 -0.09074
H -0.67171 -2.29066 -0.73549
H -0.05140 -1.98414 0.89559
H -4.03279 -2.52586 0.39934
H -3.13979 -2.08796 -0.95980
```

Results
LUMO = 0.71 eV
HOMO-LUMO gap = 9.03 eV
Molecular weight = 167.2 g/mol
HOMO = -8.313 eV
SMILES = Cc1ccc(O)cc1.CC(N)=O

Each structure's energy above the most stable one, in kJ/mol: 1) 9.2; 2) 0.0.

1) DFT (wB97M-V/def2-TZVPD) results for C3H6N2O as an isolated structure.

The geometry in XYZ format:
```
12
Properties=species:S:1:pos:R:3
C -0.95027 0.78556 -0.54574
C -1.53330 0.17779 0.49529
C -0.21319 -0.57257 -0.76432
N 1.60960 0.18200 0.74594
N 1.17650 -0.40594 -0.53677
O -0.96053 -1.06023 0.41682
H -1.07290 1.70688 -1.08194
H -2.22767 0.39311 1.26953
H -0.28120 -1.26918 -1.53254
H 1.78993 1.16585 0.70298
H 0.86789 0.10940 1.41763
H 1.79514 -1.21267 -0.58688
```

Results
LUMO (alpha / beta) = 1.15 / -1.58 eV
2S+1 = 3
HOMO-LUMO gap (alpha / beta) = 6.18 / 7.93 eV
Molecular weight = 86.1 g/mol
HOMO (alpha / beta) = -5.029 / -9.512 eV

2) DFT (wB97M-V/def2-TZVPD) results for one molecule with the formula C3H6N2O.

The geometry in XYZ format:
```
12
Properties=species:S:1:pos:R:3
C 1.13912 -0.03478 0.30695
C -0.28999 1.90240 -0.33979
C -0.42620 -1.94424 0.10413
N 0.28579 0.60613 -0.51106
N -0.03118 -0.62662 0.62300
O 2.26791 -0.08289 0.57275
H 0.37481 2.57299 0.30841
H -0.37264 2.35427 -1.34024
H -1.36737 1.88597 0.13793
H 0.46061 -2.54586 -0.11691
H -0.95030 -2.30955 1.00255
H -1.09054 -1.77781 -0.74771
```

Results
LUMO (alpha / beta) = 1.01 / -2.50 eV
2S+1 = 3
HOMO-LUMO gap (alpha / beta) = 7.58 / 7.22 eV
Molecular weight = 86.1 g/mol
HOMO (alpha / beta) = -6.578 / -9.724 eV

Each structure's energy above the most stable one, in kJ/mol: 1) 52.8; 2) 0.0.